1.
{
  "formula": "C24H18N4O2PS3Sr",
  "method": "the ωB97M-V functional and the def2-TZVPD basis",
  "species": ["Sr", "S", "C", "S", "C", "C", "N", "C", "N", "O", "C", "O", "C", "P", "C", "C", "C", "C", "C", "C", "C", "C", "C", "C", "C", "C", "H", "H", "H", "H", "H", "H", "H", "H", "H", "H", "H", "H", "N", "C", "S", "C", "C", "C", "N", "C", "C", "H", "H", "H", "H", "H", "H"],
  "coordinates": [[-0.54359, 0.68374, 0.71982], [-2.87889, 1.14604, -0.71228], [-3.71829, 0.70864, 0.70972], [-2.86929, 0.25414, 2.12972], [-5.10969, 0.71074, 0.74312], [-5.82009, 0.25974, 1.86112], [-6.45139, -0.12286, 2.74682], [-5.91079, 1.14734, -0.31618], [-6.61729, 1.50364, -1.15478], [3.68851, 0.21394, 0.94772], [2.60591, -0.31886, 0.78362], [1.46901, 0.25374, 0.77942], [2.50501, -1.84826, 0.54822], [0.69281, -2.17686, 0.55862], [0.66421, -4.01936, 0.64212], [-0.28899, -4.60096, 1.47092], [-0.39419, -5.97686, 1.57092], [0.46361, -6.78576, 0.84552], [1.42621, -6.21656, 0.02672], [1.52371, -4.84116, -0.07918], [0.25291, -1.98876, -1.20668], [-0.81139, -2.73526, -1.71378], [-1.24839, -2.54516, -3.01228], [-0.63619, -1.59956, -3.81908], [0.41221, -0.84256, -3.32068], [0.85471, -1.03256, -2.02218], [2.99111, -2.38876, 1.36622], [2.99471, -2.12776, -0.38988], [-0.94889, -3.95866, 2.03922], [-1.14359, -6.41866, 2.21292], [0.38181, -7.86116, 0.91392], [2.10201, -6.84966, -0.53378], [2.27011, -4.40066, -0.72478], [-1.29819, -3.46866, -1.08218], [-2.07749, -3.12656, -3.39418], [-0.98119, -1.44476, -4.83118], [0.89101, -0.10026, -3.94528], [1.67311, -0.43406, -1.64388], [2.47151, 7.67504, 1.58492], [1.77291, 7.20504, 0.53092], [1.42411, 8.24644, -0.70808], [1.34221, 5.81234, 0.52202], [0.56951, 5.31974, -0.53648], [0.12371, 4.01354, -0.50698], [0.39571, 3.17194, 0.48352], [1.16341, 3.60974, 1.47252], [1.65111, 4.90074, 1.54172], [2.75201, 8.64024, 1.56692], [2.72171, 7.10854, 2.37622], [0.32081, 5.97014, -1.36008], [-0.48899, 3.61814, -1.30788], [1.40231, 2.88474, 2.23992], [2.26311, 5.17274, 2.38662]],
  "energy_ha": -2861.6932,
  "relative_energy_ev": 1.2998,
  "homo_lumo_gap_ev": 5.06,
  "total_charge": -1
}

2.
{
  "formula": "C24H18O17",
  "method": "the ωB97M-V functional and the def2-TZVPD basis",
  "species": ["O", "C", "C", "C", "O", "C", "O", "C", "C", "O", "H", "H", "H", "H", "O", "C", "C", "C", "O", "C", "O", "C", "C", "O", "H", "H", "H", "H", "O", "C", "C", "C", "O", "C", "O", "C", "C", "O", "H", "H", "H", "H", "O", "C", "C", "C", "O", "C", "O", "C", "C", "O", "H", "H", "H", "H", "O", "H", "H"],
  "coordinates": [[2.05506, 0.01027, -1.98833], [1.06463, -0.66246, -2.20289], [0.77079, -1.81620, -1.35650], [-0.33427, -2.53607, -1.50323], [-0.65499, -3.54766, -0.70236], [-1.24900, -2.32117, -2.67212], [-2.19248, -3.04648, -2.88403], [-0.89965, -1.20623, -3.57751], [0.14865, -0.42087, -3.36469], [0.55965, 0.50628, -4.24889], [1.48897, -1.99662, -0.56923], [-1.50978, -3.90487, -0.99598], [-1.46025, -1.08466, -4.49601], [1.37373, 0.90362, -3.90108], [3.00212, 6.15405, -1.78282], [3.14912, 5.23344, -1.01341], [4.05374, 5.22247, 0.12205], [4.23219, 4.10325, 0.82858], [5.10267, 4.00855, 1.82127], [3.45716, 2.83595, 0.55398], [3.65553, 1.86550, 1.26889], [2.51059, 2.86314, -0.54294], [2.35480, 3.97282, -1.25984], [1.43401, 4.06415, -2.22095], [4.63988, 6.09699, 0.37464], [4.99558, 3.11823, 2.20688], [1.88894, 2.00623, -0.75860], [1.55534, 4.92931, -2.65205], [-1.31417, 3.96542, 0.98484], [-1.81393, 3.00331, 0.44465], [-2.99604, 3.04253, -0.39563], [-3.45255, 1.93303, -0.98417], [-4.49393, 1.93933, -1.80414], [-2.80923, 0.57734, -0.77070], [-3.29204, -0.39088, -1.31384], [-1.59746, 0.55972, 0.02992], [-1.12229, 1.66387, 0.59151], [0.03567, 1.70313, 1.25152], [-3.57233, 3.95627, -0.47364], [-4.67827, 1.02223, -2.07101], [-1.05929, -0.37391, 0.14862], [0.25124, 2.65023, 1.34821], [-0.83711, -1.76760, 1.96965], [-1.04553, -2.92016, 2.29224], [-2.39744, -3.47084, 2.40037], [-2.64728, -4.76419, 2.62613], [-3.86792, -5.30712, 2.64024], [-1.52957, -5.75226, 2.86517], [-1.74412, -6.91069, 3.10487], [-0.18248, -5.18576, 2.77190], [0.07231, -3.89568, 2.55664], [1.33068, -3.44484, 2.57009], [-3.24561, -2.83440, 2.15954], [-4.52839, -4.60348, 2.65254], [0.66940, -5.82343, 2.97452], [1.41042, -2.62923, 2.03368], [1.73341, -0.82235, 1.61984], [1.02171, -0.20459, 1.82145], [2.50939, -0.26594, 1.47215]],
  "energy_ha": -2204.4205,
  "smiles": "O=C1C=C(O)C(=O)C=C1O.O=C1C=C(O)C(=O)C=C1O.O=C1C=C(O)C(=O)C=C1O.O=C1C=C(O)C(=O)C=C1O.O",
  "relative_energy_ev": 0.0000,
  "homo_lumo_gap_ev": 7.71
}

3.
{
  "formula": "C24H18O4",
  "method": "the ωB97M-V functional and the def2-TZVPD basis",
  "species": ["C", "C", "C", "C", "C", "C", "C", "C", "C", "C", "C", "C", "C", "C", "O", "C", "C", "C", "C", "O", "O", "C", "C", "C", "C", "C", "O", "C", "H", "H", "H", "H", "H", "H", "H", "H", "H", "H", "H", "H", "H", "H", "H", "H", "H", "H"],
  "coordinates": [[4.12379, -3.34683, 1.91409], [3.71618, -2.72424, 0.55159], [3.21541, -3.57513, -0.54655], [2.79088, -2.97989, -1.82193], [2.87374, -1.52234, -2.01318], [3.38389, -0.64334, -0.94745], [3.46537, 0.92113, -1.10771], [2.21756, 1.54439, -0.39800], [2.27785, 2.40358, 0.77957], [1.08230, 2.95692, 1.45028], [-0.22681, 2.62352, 0.91351], [-0.27067, 1.75359, -0.27886], [0.89388, 1.21473, -0.94854], [-1.69803, 1.41432, -0.81594], [-1.87961, 1.41142, -2.01523], [-2.78268, 1.15336, 0.25637], [-3.80302, 0.10227, 0.11268], [-3.85747, -0.86502, -1.10527], [-4.31026, -0.19995, -2.45457], [-5.31315, 0.43034, -2.61330], [-3.44708, -0.35056, -3.54792], [-4.80852, -0.02353, 1.18365], [-4.80546, 0.83731, 2.38114], [-3.75263, 1.85766, 2.46338], [-2.73102, 2.03499, 1.45071], [-1.58002, 3.09661, 1.54404], [-1.70921, 4.16633, 2.08391], [3.79188, -1.27340, 0.30102], [5.13312, -3.83430, 1.91547], [4.17232, -2.52373, 2.68705], [3.37850, -4.08661, 2.31116], [3.15168, -4.67716, -0.40918], [2.39430, -3.59650, -2.66859], [2.53175, -1.12712, -2.99845], [4.41428, 1.30869, -0.65776], [3.51129, 1.17440, -2.20409], [3.30215, 2.64620, 1.16661], [1.18693, 3.60462, 2.34633], [0.73896, 0.54567, -1.82421], [-2.85454, -1.36905, -1.23661], [-4.57975, -1.68818, -0.85288], [-2.57971, -0.58282, -3.15864], [-5.62080, -0.78689, 1.12719], [-5.57503, 0.70145, 3.18137], [-3.73859, 2.49031, 3.37826], [4.17605, -0.61723, 1.12545]],
  "energy_ha": -1226.2341,
  "smiles": "Cc1cccc(Cc2ccc3c(c2)C(=O)c2c(CC(=O)O)cccc2C3=O)c1",
  "homo_lumo_gap_ev": 8.12
}

4.
{
  "formula": "C24H19BBrF4N2PS2V",
  "method": "the ωB97M-V functional and the def2-TZVPD basis",
  "species": ["V", "Br", "C", "C", "C", "C", "C", "C", "N", "C", "C", "C", "C", "C", "C", "N", "H", "H", "H", "H", "H", "H", "H", "H", "H", "S", "P", "S", "C", "C", "C", "C", "C", "C", "C", "C", "C", "C", "C", "C", "H", "H", "H", "H", "H", "H", "H", "H", "H", "H", "F", "B", "F", "F", "F"],
  "coordinates": [[-0.15058, -0.92139, 1.26159], [-5.57190, 3.82305, 0.08261], [-3.88534, 3.02293, 0.36136], [-3.45019, 2.01722, -0.49156], [-2.25483, 1.37432, -0.23634], [-1.49047, 1.73865, 0.87064], [-1.90388, 2.79223, 1.67976], [-3.10437, 3.43320, 1.43011], [-0.29276, 1.02925, 1.17348], [0.79453, 1.69610, 1.34151], [1.97673, 0.93345, 1.65225], [3.24585, 1.45498, 1.85885], [4.27810, 0.57927, 2.14501], [4.00891, -0.77880, 2.23229], [2.71676, -1.22435, 2.01239], [1.72555, -0.38544, 1.71792], [-4.05489, 1.73687, -1.34247], [-1.90008, 0.60610, -0.91262], [-1.31079, 3.08338, 2.53876], [-3.43219, 4.23897, 2.07140], [0.82871, 2.77379, 1.21578], [3.40878, 2.52142, 1.78451], [5.28290, 0.94592, 2.30454], [4.79065, -1.48662, 2.46598], [2.46993, -2.27489, 2.07655], [-2.48621, -1.26597, 1.57078], [-1.87410, -2.38902, 3.12616], [-0.05264, -1.55891, 3.52904], [-1.62491, -4.11973, 2.65412], [-1.21971, -4.41486, 1.35520], [-0.91897, -5.72228, 1.01291], [-1.04691, -6.73181, 1.95787], [-1.48884, -6.44021, 3.23950], [-1.78132, -5.13272, 3.59550], [-2.94090, -2.31878, 4.57024], [-2.37843, -2.42999, 5.83915], [-3.20419, -2.41183, 6.95121], [-4.57576, -2.26824, 6.78972], [-5.12933, -2.14657, 5.52250], [-4.31470, -2.17186, 4.40243], [-1.19548, -3.63973, 0.60391], [-0.59794, -5.95019, 0.00515], [-0.82179, -7.75333, 1.68142], [-1.61586, -7.23382, 3.96371], [-2.13128, -4.89753, 4.59281], [-1.30530, -2.52624, 5.95253], [-2.77889, -2.50049, 7.94168], [-5.22510, -2.24443, 7.65486], [-6.19802, -2.02294, 5.40946], [-4.73264, -2.07901, 3.40745], [1.04597, -2.26114, -2.23520], [0.48100, -1.61421, -1.21318], [0.88794, -2.24385, 0.10788], [-0.91285, -1.65899, -1.12460], [0.87046, -0.27902, -1.03681]],
  "multiplicity": 3,
  "energy_ha": -6115.6976,
  "relative_energy_ev": 0.3133,
  "homo_lumo_gap_ev": [7.06, 6.83],
  "total_charge": 1
}

5.
{
  "formula": "C24H19Br3MoN5O9",
  "method": "the ωB97M-V functional and the def2-TZVPD basis",
  "species": ["Mo", "C", "C", "N", "C", "C", "N", "C", "O", "O", "C", "O", "O", "H", "H", "H", "H", "H", "C", "O", "C", "O", "N", "N", "H", "H", "H", "H", "H", "H", "Br", "C", "C", "C", "Br", "C", "C", "C", "C", "N", "C", "C", "O", "H", "H", "H", "H", "Br", "C", "C", "C", "C", "C", "C", "C", "O", "O", "H", "H", "H", "H"],
  "coordinates": [[0.38160, 0.59000, -0.31359], [-1.41434, -2.10957, 2.12976], [-0.71209, -0.86799, 2.55012], [-0.22302, 0.11551, 1.79836], [0.27300, 1.06849, 2.66132], [0.09626, 0.66241, 3.94274], [-0.51955, -0.55451, 3.84418], [0.39654, 1.23192, 5.28706], [0.97329, 2.41189, 5.30991], [0.09238, 0.59546, 6.26189], [0.83619, 2.30398, 2.08724], [1.25816, 3.20631, 2.78964], [0.79489, 2.30814, 0.79034], [-1.59557, -2.10884, 1.06134], [-2.36969, -2.18327, 2.65055], [-0.81887, -2.98755, 2.38803], [-0.78511, -1.09676, 4.65646], [1.13514, 2.77599, 4.40223], [4.77205, 1.45835, -1.39299], [3.87944, 2.54513, -1.73663], [2.59967, 2.34776, -1.53144], [2.18537, 1.25208, -1.10764], [1.86319, 3.41710, -1.83759], [0.47845, 3.41260, -1.70592], [5.76537, 1.84533, -1.58612], [4.56362, 0.59520, -2.01927], [4.65444, 1.19769, -0.34485], [2.36389, 4.25478, -2.09951], [0.05352, 3.67766, -2.58584], [0.20115, 4.03964, -0.95990], [-0.35867, -0.06205, -5.30215], [-1.59467, 0.51446, -4.01241], [-2.93211, 0.74498, -4.38739], [-3.85676, 1.19151, -3.48603], [-5.63189, 1.49564, -4.04327], [-3.48310, 1.42854, -2.13880], [-4.32156, 1.92497, -1.12161], [-3.81938, 2.13486, 0.13764], [-2.48134, 1.82945, 0.40638], [-1.67343, 1.34924, -0.51868], [-2.14651, 1.16346, -1.78525], [-1.17878, 0.71267, -2.71563], [0.06313, 0.56659, -2.29678], [-3.21548, 0.56863, -5.41580], [-5.35587, 2.14500, -1.34955], [-4.44050, 2.52838, 0.92914], [-2.06270, 1.97615, 1.39330], [2.55417, -2.83463, 2.42886], [1.86950, -3.85714, 0.99345], [2.05409, -5.22960, 1.04169], [1.49836, -6.03726, 0.06128], [0.73358, -5.48679, -0.95788], [0.53858, -4.11997, -0.99861], [1.12089, -3.28964, -0.03825], [0.89302, -1.84561, -0.17758], [1.74314, -0.95707, 0.13511], [-0.22111, -1.40502, -0.62710], [2.62428, -5.66188, 1.85179], [1.65817, -7.10645, 0.10501], [0.29383, -6.11957, -1.71620], [-0.05022, -3.66673, -1.78458]],
  "multiplicity": 3,
  "energy_ha": -9667.1691,
  "relative_energy_ev": 0.4036,
  "homo_lumo_gap_ev": [7.18, 7.11],
  "total_charge": 1
}